Model i:
The following is a DFT calculation (the ωB97M-V functional and the def2-TZVPD basis) of the ion C5H5ClF2N with charge +1.

For the frontier orbital gap, the calculation gives 9.47 eV. Its HOMO energy is -14.78 eV. The charge is +1. As for the structure (SMILES): C[C@@H]1[C@@H](F)[C@@]1(Cl)[N+]#CF.

XYZ file:
```
14
C5H5ClF2N the ωB97M-V functional and the def2-TZVPD basis
C -4.41 -0.16 0.37
C -1.98 0.13 -0.21
C -0.57 -0.47 0.24
C -1.19 -0.91 -1.03
C 0.61 0.44 0.31
N -3.24 -0.16 0.27
F -5.57 -0.22 0.77
F -1.74 -2.14 -1.07
Cl -1.98 1.82 -0.79
H -0.65 -1.18 1.06
H -0.82 -0.61 -2.01
H 0.65 0.96 1.26
H 0.62 1.17 -0.50
H 1.51 -0.17 0.23
```

Model ii:
The following is a DFT calculation (the ωB97M-V functional and the def2-TZVPD basis) of the ion C5H5ClF2N with charge +1.

For the frontier orbital gap, the calculation gives 7.82 eV. Its HOMO energy is -12.94 eV. The charge is +1.

XYZ file:
```
14
C5H5ClF2N the ωB97M-V functional and the def2-TZVPD basis
C 1.35 -1.32 0.94
C -1.80 -0.28 -1.95
C 0.79 -0.04 0.49
C 0.57 0.00 -1.05
C -0.32 0.56 1.28
N -0.80 -0.14 -1.40
F 1.63 -1.15 2.20
F 1.30 -0.92 -1.73
Cl -3.18 -0.17 -2.58
H 1.56 0.64 0.64
H 0.79 0.84 -1.59
H -0.52 1.53 0.98
H 0.01 0.41 2.43
H -1.38 0.05 1.36
```

Bottom line: model i, by a margin of 55.3 kcal/mol.

Model i:
The following is a DFT calculation (the ωB97M-V functional and the def2-TZVPD basis) of an isolated molecule of C16H22N4O4.

For the frontier orbital gap, the calculation gives 8.97 eV. Its HOMO energy is -8.69 eV. As for the structure (SMILES): [O-][N+]1=C2CCc3nonc3[C@]2(O)[C@@H]2CCCC[C@@]21N1CCOCC1.

XYZ file:
```
46
C16H22N4O4 the ωB97M-V functional and the def2-TZVPD basis
O 1.25 2.04 -0.36
N -3.77 3.47 3.21
N -3.01 1.28 3.45
O -3.75 2.33 4.10
O -0.86 -2.43 -3.09
O -2.66 0.74 0.24
C -3.01 3.14 2.20
C -2.59 1.77 2.33
C -0.79 2.13 0.63
N -0.49 -0.67 -0.80
N 0.26 1.48 0.18
C -1.69 -2.58 -1.95
C -0.52 -1.04 -3.35
C -2.58 3.95 1.00
C -1.11 3.62 0.59
C -1.78 1.13 1.26
C -0.98 -2.06 -0.68
C 0.23 -0.47 -2.13
C 2.05 -0.36 2.09
C 1.00 -0.72 3.13
C 1.57 -0.61 0.67
C -0.18 0.20 2.97
C 0.17 0.01 0.38
C -0.82 -0.02 1.58
H -2.16 0.21 -0.42
H -2.63 -2.06 -2.09
H -1.93 -3.62 -1.84
H -1.48 -0.48 -3.53
H 0.08 -0.99 -4.27
H -2.63 5.01 1.32
H -3.29 3.73 0.21
H -0.45 4.15 1.27
H -0.93 4.01 -0.43
H -1.74 -2.14 0.12
H -0.13 -2.71 -0.47
H 0.46 0.57 -2.35
H 1.24 -0.99 -2.10
H 2.34 0.68 2.23
H 2.91 -0.98 2.32
H 0.68 -1.75 2.99
H 1.38 -0.60 4.15
H 1.61 -1.68 0.50
H 2.30 -0.18 -0.01
H 0.14 1.24 3.14
H -0.90 -0.06 3.75
H -1.30 -0.97 1.73
```

Model ii:
The following is a DFT calculation (the ωB97M-V functional and the def2-TZVPD basis) of a cluster of 2 separate species, C16H22N4O4 in total.

For the frontier orbital gap, the calculation gives 7.46 eV. Its HOMO energy is -8.33 eV. As for the structure (SMILES): COc1ccc(C=C2C(=O)N(C)C(=O)N(C)C2=O)cc1.CNNC.

XYZ file:
```
46
C16H22N4O4 the ωB97M-V functional and the def2-TZVPD basis
C -5.47 1.42 0.79
O -5.13 0.33 1.61
C -3.83 -0.13 1.44
C -3.40 -1.20 2.22
C -2.12 -1.69 2.12
C -1.20 -1.13 1.23
C 0.20 -1.54 1.21
C 1.26 -0.70 1.30
C 2.61 -1.26 1.19
O 2.78 -2.46 1.02
N 3.70 -0.38 1.27
C 5.02 -0.93 1.16
C 3.57 1.00 1.43
O 4.55 1.72 1.47
N 2.28 1.52 1.55
C 2.14 2.94 1.73
C 1.13 0.73 1.59
O 0.06 1.25 1.85
C -1.65 -0.09 0.41
C -2.92 0.42 0.52
H -6.51 1.68 0.98
H -4.85 2.28 1.03
H -5.36 1.15 -0.26
H -4.09 -1.62 2.93
H -1.79 -2.48 2.77
H 0.43 -2.59 1.11
H 5.75 -0.13 1.24
H 5.19 -1.66 1.95
H 5.13 -1.43 0.20
H 1.09 3.19 1.78
H 2.64 3.23 2.65
H 2.61 3.46 0.90
H -0.94 0.37 -0.26
H -3.20 1.27 -0.07
C 1.72 -0.79 -3.29
N 0.43 -0.17 -3.04
N -0.70 -0.94 -3.56
C -1.43 -0.27 -4.60
H 2.54 -0.17 -2.94
H 1.78 -1.76 -2.79
H 1.83 -0.95 -4.35
H 0.31 0.04 -2.04
H -1.31 -1.27 -2.80
H -2.22 -0.90 -5.01
H -1.87 0.66 -4.23
H -0.75 -0.02 -5.41
```

Bottom line: model ii, by a margin of 87.7 kcal/mol.

Model i:
The following is a DFT calculation (the ωB97M-V functional and the def2-TZVPD basis) of a cluster of 2 separate species, C4H14NO2 in total.

For the frontier orbital gap, the calculation gives 11.70 eV. Its HOMO energy is -15.03 eV. The charge is +1.

XYZ file:
```
21
C4H14NO2 the ωB97M-V functional and the def2-TZVPD basis
C -1.64 0.26 -2.14
C -1.03 0.43 -0.72
C -1.26 -0.72 0.25
C -0.12 -1.11 1.19
O 0.94 -1.59 0.36
N 0.50 0.64 -0.93
H -1.76 -0.81 -2.32
H -2.48 0.93 -2.26
H -0.91 0.54 -2.90
H -1.41 1.34 -0.26
H -1.42 -1.63 -0.33
H -2.14 -0.50 0.85
H -0.49 -1.88 1.85
H 0.21 -0.21 1.71
H 1.81 -1.47 0.77
H 0.92 -0.29 -0.78
H 1.01 1.26 -0.27
H 0.63 1.17 -1.78
H 2.65 2.03 1.45
H 1.18 2.34 1.67
O 1.83 1.66 1.79
```

Model ii:
The following is a DFT calculation (the ωB97M-V functional and the def2-TZVPD basis) of a cluster of 2 separate species, C4H14NO2 in total.

For the frontier orbital gap, the calculation gives 11.26 eV. Its HOMO energy is -14.25 eV. The charge is +1.

XYZ file:
```
21
C4H14NO2 the ωB97M-V functional and the def2-TZVPD basis
C -2.15 -0.56 -1.21
C -0.96 0.29 -0.61
C 0.43 0.11 -1.30
C 1.25 1.31 -0.77
O 2.05 0.75 0.28
N -0.65 -0.27 0.79
H -3.08 0.04 -1.28
H -2.55 -1.33 -0.49
H -1.87 -1.07 -2.02
H -1.30 1.25 -0.50
H 1.03 -0.85 -1.22
H 0.32 0.23 -2.43
H 1.94 1.83 -1.55
H 0.78 2.16 -0.07
H 2.79 1.37 0.41
H -0.59 0.51 1.45
H -1.55 -0.83 0.92
H 0.27 -0.86 0.85
H 1.31 -1.68 3.71
H 1.61 -1.07 2.22
O 0.91 -1.31 2.82
```

Model iii:
The following is a DFT calculation (the ωB97M-V functional and the def2-TZVPD basis) of a cluster of 3 separate species, C4H14NO2 in total.

For the frontier orbital gap, the calculation gives 10.34 eV. Its HOMO energy is -13.37 eV. The charge is +1.

XYZ file:
```
21
C4H14NO2 the ωB97M-V functional and the def2-TZVPD basis
C 0.98 -3.33 -0.46
C 1.43 -1.96 0.03
C 0.37 -1.01 0.19
C 0.78 0.28 0.28
N 0.06 1.62 0.14
H 0.25 -3.32 -1.28
H 0.65 -3.93 0.36
H 1.89 -3.86 -0.81
H 2.06 -1.72 -0.81
H 2.08 -2.03 0.84
H -0.68 -1.34 0.37
H 1.62 0.47 0.78
H -0.59 1.53 -0.69
H -0.46 1.81 0.99
H 0.68 2.39 -0.02
H -1.99 0.95 2.92
H -2.26 0.50 1.51
O -1.64 1.00 2.07
H -0.77 2.14 -2.92
H -1.76 3.28 -2.39
O -1.17 2.50 -2.07
```

Model iv:
The following is a DFT calculation (the ωB97M-V functional and the def2-TZVPD basis) of a cluster of 3 separate species, C4H14NO2 in total.

For the frontier orbital gap, the calculation gives 11.23 eV. Its HOMO energy is -15.47 eV. The charge is +1.

XYZ file:
```
21
C4H14NO2 the ωB97M-V functional and the def2-TZVPD basis
C 0.50 -2.62 1.14
C -0.27 -1.58 0.35
C -0.55 -0.31 1.16
C -1.78 1.29 -0.12
N -0.67 0.84 0.28
H 1.54 -2.34 1.21
H 0.42 -3.59 0.64
H 0.05 -2.78 2.11
H -1.21 -1.94 -0.07
H 0.26 -1.31 -0.56
H 0.27 -0.13 1.85
H -1.44 -0.41 1.79
H -2.71 1.04 0.36
H -1.78 2.03 -0.91
H 0.24 1.11 -0.14
H 2.42 2.14 0.58
H 2.52 1.41 -0.77
O 1.96 1.51 0.01
H 0.75 2.13 -3.30
H -0.68 1.67 -3.02
O 0.16 1.84 -2.59
```

Bottom line: model iv, by a margin of 2.4 kcal/mol.

Model i:
The following is a DFT calculation (the ωB97M-V functional and the def2-TZVPD basis) of an isolated molecule of C3H6O.

For the frontier orbital gap, the calculation gives 9.01 eV. Its HOMO energy is -8.27 eV.

XYZ file:
```
10
C3H6O the ωB97M-V functional and the def2-TZVPD basis
C 0.80 -1.33 -0.49
C 0.91 -0.14 0.42
C -0.85 1.34 0.51
O -0.34 0.05 0.85
H 1.53 -2.12 -0.37
H 1.04 -0.82 -1.44
H -0.23 -1.69 -0.57
H -0.10 1.85 -0.10
H -1.13 1.94 1.38
H -1.72 1.10 -0.10
```

Model ii:
The following is a DFT calculation (the ωB97M-V functional and the def2-TZVPD basis) of an isolated molecule of C3H6O.

For the frontier orbital gap, the calculation gives 10.50 eV. Its HOMO energy is -9.54 eV. As for the structure (SMILES): CC(C)=O.

XYZ file:
```
10
C3H6O the ωB97M-V functional and the def2-TZVPD basis
C -1.36 -0.08 -0.01
C 0.02 0.56 -0.07
C 1.38 -0.18 -0.01
H -1.43 -1.19 -0.26
H -1.94 0.49 -0.72
H -1.81 -0.12 1.02
H 2.17 0.33 0.61
H 1.71 -0.36 -0.96
H 1.15 -1.18 0.39
O 0.11 1.74 0.01
```

Bottom line: model ii, by a margin of 72.7 kcal/mol.

Model i:
The following is a DFT calculation (the ωB97M-V functional and the def2-TZVPD basis) of an isolated molecule of C3H6O.

For the frontier orbital gap, the calculation gives 10.65 eV. Its HOMO energy is -9.56 eV. As for the structure (SMILES): CCC=O.

XYZ file:
```
10
C3H6O the ωB97M-V functional and the def2-TZVPD basis
C -0.58 0.01 0.67
C -0.81 0.42 -0.72
O -0.61 1.54 -1.13
C 0.98 -0.32 0.18
H -0.91 0.81 1.37
H -0.91 -0.48 -1.36
H -1.05 -0.93 1.01
H 1.21 -0.17 -0.90
H 1.69 0.33 0.68
H 1.16 -1.38 0.33
```

Model ii:
The following is a DFT calculation (the ωB97M-V functional and the def2-TZVPD basis) of an isolated molecule of C3H6O.

For the frontier orbital gap, the calculation gives 11.58 eV. Its HOMO energy is -10.40 eV. As for the structure (SMILES): C[C@H]1CO1.

XYZ file:
```
10
C3H6O the ωB97M-V functional and the def2-TZVPD basis
C 1.46 0.11 -0.16
C 0.18 -0.02 0.49
C -1.05 0.57 -0.04
H 1.27 0.13 -1.29
H 1.96 -0.84 0.15
H 2.14 1.02 0.09
H 0.30 -0.26 1.56
H -0.99 1.36 -0.85
H -1.89 0.84 0.61
O -0.79 -0.78 -0.25
```

Model iii:
The following is a DFT calculation (the ωB97M-V functional and the def2-TZVPD basis) of a cluster of 2 separate species, C3H6O in total.

For the frontier orbital gap, the calculation gives 11.13 eV. Its HOMO energy is -10.04 eV. As for the structure (SMILES): C#C.CO.

XYZ file:
```
10
C3H6O the ωB97M-V functional and the def2-TZVPD basis
C -1.89 -0.65 0.23
C -1.86 0.48 -0.11
C 1.47 0.32 0.16
H -1.99 -1.74 0.30
H -1.78 1.60 -0.35
H 0.36 -0.88 -0.92
H 2.04 0.14 1.04
H 2.16 0.60 -0.65
H 0.66 1.09 0.41
O 0.83 -0.96 -0.11
```

Model iv:
The following is a DFT calculation (the ωB97M-V functional and the def2-TZVPD basis) of a cluster of 2 separate species, C3H6O in total.

For the frontier orbital gap, the calculation gives 9.67 eV. Its HOMO energy is -8.89 eV.

XYZ file:
```
10
C3H6O the ωB97M-V functional and the def2-TZVPD basis
C -1.29 0.05 1.55
C -0.13 -0.02 0.79
C 0.59 -0.38 -1.26
O 1.73 0.39 -1.39
H -2.23 -0.22 1.22
H -1.30 0.35 2.62
H -0.28 -0.08 -1.95
H 0.83 -0.04 1.27
H 0.68 -1.44 -1.34
H 1.39 1.38 -1.50
```

Bottom line: model i, by a margin of 5.3 kcal/mol.

Model i:
The following is a DFT calculation (the ωB97M-V functional and the def2-TZVPD basis) of an isolated molecule of C3H6O.

For the frontier orbital gap, the calculation gives 8.69 eV. Its HOMO energy is -8.13 eV.

XYZ file:
```
10
C3H6O the ωB97M-V functional and the def2-TZVPD basis
C 0.84 0.33 -1.01
C -0.67 0.29 -1.01
C -0.72 -0.39 1.13
O -1.20 0.57 0.18
H 0.95 0.97 -1.88
H 1.35 -0.61 -1.28
H 1.34 0.81 -0.15
H -0.53 -1.29 0.54
H -1.55 -0.59 1.80
H 0.19 -0.08 1.66
```

Model ii:
The following is a DFT calculation (the ωB97M-V functional and the def2-TZVPD basis) of a cluster of 2 separate species, C3H6O in total.

For the frontier orbital gap (spin up / spin down), the calculation gives 8.47 / 8.64 eV. Its HOMO energy (spin up / spin down) is -7.73 / -7.83 eV.

XYZ file:
```
10
C3H6O the ωB97M-V functional and the def2-TZVPD basis
C 1.78 -0.75 -0.48
C -1.02 0.84 -0.01
C -0.46 -0.44 0.48
O 2.48 -1.34 0.27
H 1.82 -0.10 -1.38
H -0.14 1.46 -0.45
H -1.59 1.28 0.75
H -1.66 0.58 -0.85
H 0.03 -0.38 1.39
H -1.24 -1.15 0.29
```

Model iii:
The following is a DFT calculation (the ωB97M-V functional and the def2-TZVPD basis) of an isolated molecule of C3H6O.

For the frontier orbital gap, the calculation gives 10.76 eV. Its HOMO energy is -9.66 eV. As for the structure (SMILES): CCC=O.

XYZ file:
```
10
C3H6O the ωB97M-V functional and the def2-TZVPD basis
C -0.42 -0.54 0.48
C 0.90 0.02 0.83
O 1.95 -0.48 0.51
C -0.41 0.28 -0.91
H -0.40 -1.64 0.54
H 0.79 1.06 1.19
H -1.26 -0.21 1.10
H 0.47 0.94 -1.04
H -0.38 -0.38 -1.77
H -1.26 0.96 -0.93
```

Bottom line: model iii, by a margin of 67.0 kcal/mol.

Model i:
The following is a DFT calculation (the ωB97M-V functional and the def2-TZVPD basis) of an isolated molecule of C3H7NOS2.

For the frontier orbital gap, the calculation gives 9.19 eV. Its HOMO energy is -8.66 eV. As for the structure (SMILES): N[C@H](CS)C(O)=S.

XYZ file:
```
14
C3H7NOS2 the ωB97M-V functional and the def2-TZVPD basis
C -0.19 -0.26 0.89
C -0.93 1.10 0.74
C 1.02 -0.32 -0.07
H -1.07 -1.63 -0.41
H -0.72 -2.21 1.11
H 0.22 -0.31 1.88
H -1.63 1.18 1.59
H -0.28 1.96 0.81
H -2.76 0.27 -0.57
H -0.16 0.32 -1.53
N -1.05 -1.40 0.59
O 0.75 -0.02 -1.36
S -1.93 1.34 -0.78
S 2.45 -0.89 0.44
```

Model ii:
The following is a DFT calculation (the ωB97M-V functional and the def2-TZVPD basis) of an isolated molecule of C3H7NOS2.

For the frontier orbital gap, the calculation gives 9.82 eV. Its HOMO energy is -9.41 eV. As for the structure (SMILES): O=CNCCSS.

XYZ file:
```
14
C3H7NOS2 the ωB97M-V functional and the def2-TZVPD basis
S 2.27 0.59 1.43
S 0.81 -0.72 1.66
C -0.11 -0.77 0.08
C -0.57 0.61 -0.41
N -1.73 0.52 -1.26
C -1.72 0.04 -2.54
O -2.75 -0.20 -3.12
H 1.69 1.75 1.83
H 0.60 -1.24 -0.60
H -0.99 -1.38 0.26
H 0.26 1.16 -0.88
H -0.83 1.16 0.49
H -2.64 0.47 -0.85
H -0.69 -0.03 -2.91
```

Bottom line: model ii, by a margin of 10.0 kcal/mol.

Model i:
The following is a DFT calculation (the ωB97M-V functional and the def2-TZVPD basis) of an isolated molecule of C3H7NOS2.

For the frontier orbital gap (spin up / spin down), the calculation gives 8.01 / 8.01 eV. Its HOMO energy (spin up / spin down) is -7.63 / -7.63 eV.

XYZ file:
```
14
C3H7NOS2 the ωB97M-V functional and the def2-TZVPD basis
C -1.45 -0.88 -0.47
C 2.01 0.87 0.97
C 0.77 0.99 0.21
N -2.36 -1.74 -0.01
O -0.39 0.63 -2.56
S -1.38 -0.39 -2.18
S -0.55 -0.07 0.81
H 1.79 0.96 2.10
H 2.41 -0.19 0.86
H 2.63 1.66 0.73
H 1.01 0.77 -0.89
H 0.63 2.10 0.35
H -2.89 -2.36 -0.65
H -2.22 -2.35 0.74
```

Model ii:
The following is a DFT calculation (the ωB97M-V functional and the def2-TZVPD basis) of an isolated molecule of C3H7NOS2.

For the frontier orbital gap (spin up / spin down), the calculation gives 8.47 / 8.47 eV. Its HOMO energy (spin up / spin down) is -8.17 / -8.17 eV.

XYZ file:
```
14
C3H7NOS2 the ωB97M-V functional and the def2-TZVPD basis
C 1.50 -0.07 -0.18
C -1.71 -0.16 0.71
C -1.23 0.15 -0.81
N 1.99 -0.78 0.89
O 1.29 2.15 -1.50
S 1.96 1.48 -0.35
S 0.25 -0.86 -1.32
H -1.94 -1.13 0.75
H -0.88 -0.02 1.21
H -2.58 0.45 0.92
H -1.15 1.15 -1.02
H -2.00 -0.19 -1.46
H 2.74 -0.44 1.33
H 1.77 -1.75 0.82
```

Bottom line: model ii, by a margin of 2.0 kcal/mol.